Arrangement a

DFT (ωB97M-V/def2-TZVPD) results for a 3-piece molecular cluster, C2H9Cl2N2Si overall.

```
16
Properties=species:S:1:pos:R:3
C -1.25468 1.83877 -0.05186
C 0.46457 0.11076 -0.13996
N -0.87355 -2.02183 0.35314
N -0.08906 1.13022 0.49772
Si -2.03184 -2.19355 -0.80731
Cl 2.44117 -2.76409 -2.58582
Cl -2.26063 -0.57881 -1.96653
H -2.06170 2.04735 0.68366
H -1.00424 2.75277 -0.75043
H -1.64355 1.10669 -0.81911
H 1.43348 -0.28523 0.34812
H 0.22221 -0.08639 -1.30876
H -0.58990 -2.88765 0.81679
H 3.39797 -2.18513 -3.02436
H 0.19247 1.38998 1.46215
H -2.70524 -3.31821 -1.38046
```

Output
M in g mol⁻¹: 160.10
Orbital gap in eV: 9.7
Charge: +1
Lowest unoccupied orbital energy in eV: -4.3

---

Arrangement b

DFT (ωB97M-V/def2-TZVPD) results for an isolated ion of composition C2H9Cl2N2Si and charge +1.

```
16
Properties=species:S:1:pos:R:3
C 1.01795 -2.04153 0.46856
N 0.24323 -0.78314 0.45950
C -0.14157 -0.36255 -0.99993
N -0.88102 0.94942 -0.86752
Si -0.64618 2.40011 0.08263
Cl 0.30661 1.86631 1.81655
Cl 0.34694 3.82955 -0.77435
H 2.12842 -1.73196 0.31558
H 0.85188 -2.60539 1.41445
H 0.62900 -2.67568 -0.34472
H 0.70350 0.04626 0.89594
H -0.73255 -0.71442 0.97571
H -0.88873 -1.20410 -1.39309
H 0.73294 -0.27652 -1.54007
H -1.77998 0.65977 -1.19908
H -1.89042 2.64389 0.68984
```

Output
Structure (SMILES): C[NH2+]CN[SiH](Cl)Cl
M in g mol⁻¹: 160.10
Orbital gap in eV: 11.2
Charge: +1
Lowest unoccupied orbital energy in eV: -3.3

---

Least stable: arrangement a